No. 1
ORCA calculation (the ωB97M-V functional and the def2-TZVPD basis) on a molecular structure, C43H39GeIrN4PS at a distorted geometry.

```
90
Properties=species:S:1:pos:R:3:forces:R:3:lowdin_charge:R:1
Ir -0.07403 -0.03433 0.17565 -0.56 0.72 -0.46 0.793
N 2.53379 0.85660 -3.20699 0.33 0.02 0.44 0.178
C 1.89632 0.62026 -2.07398 -2.06 0.02 -0.90 -0.717
S 0.15475 0.55052 -2.08181 0.41 -0.11 0.11 0.650
N 2.61813 0.45337 -0.96171 1.56 0.11 0.98 0.098
N 1.96839 0.14877 0.12629 -1.32 -0.20 -0.78 -0.114
C 2.58358 0.04746 1.31102 0.93 -0.02 0.48 -0.122
C 4.00831 0.26981 1.49866 -0.19 -0.05 -0.12 -0.170
C 4.46074 1.05304 2.57511 -0.02 -0.01 0.04 -0.039
C 5.81171 1.25726 2.76310 -0.02 0.10 0.04 -0.031
C 6.73453 0.65414 1.91280 -0.06 -0.02 0.01 -0.010
C 6.29759 -0.12893 0.84938 0.02 -0.01 -0.03 -0.029
C 4.94677 -0.29981 0.62237 0.03 -0.06 -0.01 -0.008
C 1.70247 -0.33797 2.40458 -0.07 -0.04 0.13 -0.188
C 2.18950 -0.70521 3.65946 0.07 0.01 -0.16 0.043
C 1.31004 -1.06452 4.66356 -0.22 0.00 0.01 0.018
C -0.05176 -1.06439 4.39027 0.23 -0.01 0.10 0.017
C -0.47897 -0.75343 3.11387 -0.09 0.02 -0.03 -0.120
N 0.36106 -0.40834 2.13340 0.10 -0.17 0.22 -0.093
H 2.02769 1.03655 -4.05963 -0.04 -0.06 -0.04 0.129
H 3.54255 0.91608 -3.22266 0.02 0.03 0.02 0.145
H 3.74585 1.52956 3.23492 0.01 0.00 0.00 0.119
H 6.15071 1.89437 3.56876 0.02 -0.04 0.02 0.125
H 7.79344 0.79023 2.08647 0.01 0.01 -0.02 0.129
H 7.01706 -0.61195 0.20256 0.00 0.01 -0.01 0.125
H 4.61185 -0.92288 -0.19381 0.02 -0.02 0.00 0.114
H 3.25592 -0.74092 3.82187 0.00 0.03 0.03 0.132
H 1.67713 -1.35461 5.63858 0.02 0.01 -0.01 0.137
H -0.77711 -1.33483 5.14462 -0.01 0.00 -0.01 0.133
H -1.52961 -0.78821 2.86218 0.03 0.04 -0.07 0.103
C -1.09370 -3.53519 1.14294 -0.08 0.48 0.11 -0.223
Ge -1.48406 -2.13442 -0.20570 -0.06 -1.09 -0.75 0.869
C -1.39622 -3.13581 -1.93864 0.27 0.82 0.72 -0.340
C -0.40742 -2.91064 -2.88820 0.12 -0.34 -0.11 -0.139
C -0.24446 -3.79940 -3.94588 -0.12 0.15 0.03 -0.062
C -1.09709 -4.88595 -4.06758 0.06 -0.03 -0.15 -0.054
C -2.10061 -5.09700 -3.13402 -0.23 0.07 0.05 -0.053
C -2.26448 -4.21515 -2.07370 0.11 -0.07 -0.10 -0.110
C -3.46686 -1.75794 -0.11022 0.71 0.25 -0.02 -0.198
C -4.18556 -2.32068 0.94861 -0.51 0.19 0.26 -0.051
C -5.50730 -1.96298 1.18524 0.35 -0.35 0.12 0.005
C -6.15477 -1.08494 0.32081 -0.24 0.27 -0.33 0.069
C -5.48937 -0.54898 -0.79660 0.18 -0.07 -0.04 -0.154
C -6.14686 0.30920 -1.70113 -0.25 -0.16 0.37 0.065
C -5.51987 0.74410 -2.86000 0.39 0.05 -0.31 0.005
C -4.21376 0.34912 -3.12602 -0.45 0.23 -0.14 0.002
C -3.53059 -0.46231 -2.22702 0.32 -0.24 0.28 0.017
C -4.13118 -0.91300 -1.03985 -0.31 0.03 0.12 -0.188
H -1.66993 -4.42717 0.89491 -0.03 0.03 -0.06 0.037
H -1.32392 -3.23591 2.16641 -0.01 -0.04 -0.02 0.005
H -0.03743 -3.79912 1.09873 0.01 0.04 -0.09 0.033
H 0.25441 -2.06049 -2.80832 0.09 -0.01 0.08 0.038
H 0.54628 -3.64083 -4.66738 -0.04 -0.01 -0.05 0.113
H -0.99032 -5.56070 -4.90653 0.04 -0.06 0.06 0.119
H -2.76638 -5.94480 -3.22869 0.01 0.01 -0.05 0.118
H -3.06642 -4.38144 -1.36204 0.04 -0.07 0.05 0.103
H -3.71120 -3.02628 1.61959 0.05 0.03 -0.01 0.109
H -6.03309 -2.38078 2.03410 -0.06 0.01 -0.04 0.133
H -7.20333 -0.84987 0.46478 0.04 0.04 0.09 0.143
H -7.15763 0.62838 -1.47379 -0.01 -0.03 -0.07 0.142
H -6.04804 1.37463 -3.56250 -0.02 0.01 0.03 0.133
H -3.73891 0.65982 -4.04749 0.03 -0.02 0.02 0.131
H -2.53405 -0.81449 -2.47062 -0.01 0.04 -0.04 0.080
C -2.45548 2.68875 -0.55069 0.17 -0.22 -0.07 -0.201
P -1.19420 2.06791 0.59662 0.39 -0.17 0.06 0.890
C -2.01609 2.06604 2.20418 0.11 -0.10 -0.12 -0.369
C -1.59347 2.81120 3.30115 -0.03 0.05 -0.09 -0.061
C -2.28132 2.70890 4.50282 -0.01 -0.05 0.11 -0.038
C -3.37946 1.86814 4.61473 -0.01 0.03 -0.02 -0.039
C -3.80631 1.12646 3.51845 -0.01 -0.02 0.03 -0.058
C -3.12261 1.21730 2.31859 0.05 0.02 0.02 -0.128
C 0.20638 3.20098 0.53057 -0.05 -0.06 0.05 -0.373
C 1.20560 3.12664 1.50884 -0.10 -0.04 0.00 -0.122
C 2.34071 3.91020 1.40173 0.07 -0.01 0.00 -0.053
C 2.50549 4.75238 0.30813 -0.03 -0.02 0.00 -0.033
C 1.52684 4.81520 -0.67467 0.09 0.01 -0.02 -0.041
C 0.38341 4.03848 -0.57210 -0.10 0.00 0.04 -0.082
H -2.62444 3.74442 -0.33313 0.00 0.00 0.01 0.083
H -3.38162 2.14189 -0.38213 -0.01 -0.04 -0.01 0.043
H -2.14486 2.56242 -1.58680 0.00 0.02 -0.01 0.036
H -0.75757 3.49263 3.21484 -0.02 0.00 0.03 0.105
H -1.96450 3.28865 5.35959 0.01 0.04 -0.04 0.123
H -3.91504 1.80227 5.55239 0.01 0.00 0.00 0.123
H -4.67457 0.48612 3.60729 0.01 -0.01 -0.02 0.113
H -3.44309 0.62407 1.46624 -0.04 0.01 0.00 0.082
H 1.07703 2.46554 2.35990 0.05 0.03 0.02 0.095
H 3.10381 3.87164 2.16796 -0.02 0.00 0.01 0.112
H 3.39597 5.36108 0.22743 -0.01 0.02 -0.01 0.124
H 1.65356 5.47479 -1.52272 -0.01 0.01 0.01 0.123
H -0.36884 4.10202 -1.34757 0.00 0.02 0.01 0.104
```
Forces are in eV/Å.

Multiplicity: 5
Gap between HOMO and LUMO (alpha / beta), Eh: 0.21544 / 0.16533
Charge: +3
Lowest unoccupied orbital energy (alpha / beta), eV: -8.9 / -11.1
HOMO level (alpha / beta), eV: -14.75 / -15.62



No. 2
ORCA calculation (the ωB97M-V functional and the def2-TZVPD basis) on a molecular structure, C13H19BrGaSi at a distorted geometry.

```
35
Properties=species:S:1:pos:R:3:forces:R:3:lowdin_charge:R:1
C 1.50062 -1.40644 1.29949 0.20 0.18 0.50 -0.233
C 1.73992 -0.90199 2.61602 -0.75 -0.18 -0.35 -0.194
C 0.58246 -1.17271 3.40372 0.07 -0.26 -0.73 -0.204
H 2.64244 -0.40116 2.96512 -0.23 -0.07 -0.16 0.058
C -0.35768 -1.86862 2.58324 0.66 0.19 -0.09 -0.219
C 0.22123 -2.02129 1.28938 -0.36 0.18 0.33 -0.239
H -0.24062 -2.53030 0.44013 0.16 0.10 0.32 0.047
H 2.19873 -1.36087 0.46032 -0.16 -0.07 0.31 0.051
H 0.45074 -0.90121 4.45545 0.03 -0.14 -0.36 0.057
H -1.33192 -2.24923 2.89265 0.24 0.14 -0.07 0.060
Ga 0.10103 -0.05360 -1.37066 -0.64 0.92 2.06 0.339
Br 1.74057 1.71447 -1.18182 1.74 1.16 -0.53 0.237
C -0.34981 -1.11039 -3.16366 1.20 -1.02 -0.49 -0.250
C -0.22185 -2.34440 -2.41691 0.58 0.20 -0.80 -0.168
C 1.13692 -2.49528 -2.03366 -0.36 -0.03 -0.90 -0.145
H -0.98475 -3.12428 -2.38732 0.13 0.53 0.53 0.104
C 1.88449 -1.40063 -2.53703 -0.87 -0.02 -0.98 -0.177
C 0.99910 -0.54669 -3.28269 -0.10 -1.65 -0.32 -0.279
H 1.30603 0.18855 -4.02391 -0.21 0.22 0.73 0.108
H -1.20118 -0.79692 -3.75622 0.05 0.02 0.28 0.102
H 1.58072 -3.40612 -1.62714 -0.31 0.57 0.37 0.112
H 2.96564 -1.29069 -2.52107 -0.34 0.13 0.33 0.108
C -1.64620 3.01845 -0.98908 -0.16 0.27 -0.32 -0.249
Si -0.82203 1.79475 0.14971 -0.66 -1.68 0.71 0.312
C 0.18108 2.66651 1.49228 0.39 0.04 0.03 -0.244
C -2.19175 0.98689 1.19812 -0.08 0.44 -0.15 -0.241
H -1.03359 3.32795 -1.84132 -0.06 -0.05 0.16 0.014
H -1.86848 3.90381 -0.38158 -0.05 0.03 -0.12 0.024
H -2.59797 2.61193 -1.35733 0.21 0.06 0.04 0.026
H -0.32221 3.62650 1.67718 -0.05 -0.09 0.00 0.023
H 0.13345 2.07595 2.41647 0.05 0.03 -0.23 0.027
H 1.23264 2.88123 1.26202 -0.44 -0.15 0.06 -0.016
H -2.70051 1.82306 1.70320 -0.08 -0.14 0.06 0.021
H -2.93712 0.44900 0.60083 0.13 0.04 0.05 0.019
H -1.79014 0.31379 1.96611 0.07 0.09 -0.28 0.008
```
Forces are in eV/Å.

Multiplicity: 1
Gap between HOMO and LUMO, Eh: 0.21361
Charge: -1
Lowest unoccupied orbital energy, eV: 2.8
HOMO level, eV: -2.99



No. 3
ORCA calculation (the ωB97M-V functional and the def2-TZVPD basis) on a molecular structure, C17H45N9O12Zn2 at a distorted geometry.

```
85
Properties=species:S:1:pos:R:3:forces:R:3:lowdin_charge:R:1
Zn 1.14261 1.23837 1.71278 0.98 -0.31 -1.40 0.745
Zn 0.49342 0.58595 -1.37424 1.16 -0.02 -0.53 0.696
C 2.84074 1.38469 -0.34681 -10.49 1.66 2.98 -0.695
O 2.71365 2.15373 0.66627 5.59 5.13 1.69 -0.096
O 2.31091 1.68322 -1.44744 3.79 3.02 -5.94 -0.086
O 2.05335 0.42902 0.05490 -0.54 -9.54 1.19 -0.229
C -1.08345 0.37228 0.59291 7.34 0.88 -3.06 -0.771
O -1.14144 -0.24227 -0.52325 -4.34 -3.38 -0.28 -0.084
O -0.59254 -0.01632 1.66109 -2.97 -4.81 5.42 -0.061
O -0.43796 1.46287 0.37100 -0.44 6.71 -1.51 -0.137
C -1.09723 -3.75725 -1.72551 0.17 -0.14 -2.47 -0.695
O -0.35403 -4.38148 -2.47318 -0.34 -0.13 0.35 0.019
N -2.08505 -2.90220 -2.20051 0.12 0.16 1.29 0.154
N -1.00359 -3.79103 -0.38404 -0.36 0.36 0.82 0.164
H -2.24844 -2.12008 -1.57926 -0.30 0.28 -0.31 0.063
H -2.32696 -2.79670 -3.16953 0.53 -0.18 -0.03 0.102
H -1.74205 -3.29270 0.08633 0.17 -0.31 0.42 0.093
H -0.57275 -4.59900 0.03161 0.06 0.15 -0.04 0.111
C 0.22927 -2.65145 3.93270 -0.21 -0.12 -0.02 -0.690
O 0.73492 -1.69246 4.49064 0.07 0.47 0.47 0.027
N 0.25412 -3.88192 4.44491 0.11 -2.49 1.02 0.171
N -0.39677 -2.57661 2.74419 -0.11 0.34 -0.25 0.160
H 0.57868 -4.12366 5.36568 0.21 0.73 -0.01 0.115
H -0.12817 -4.68500 3.97508 -0.11 0.31 -0.23 0.100
H -0.83359 -3.39282 2.35697 0.10 0.19 -0.19 0.083
H -0.51834 -1.63408 2.37045 -0.14 0.09 -0.74 0.059
C -3.38775 -1.69835 4.99885 -1.75 -0.92 -1.99 -0.697
O -4.07792 -1.67640 5.99531 0.55 -0.31 0.62 0.040
N -2.97242 -0.60267 4.34813 0.51 2.90 1.17 0.154
N -3.18877 -2.75951 4.14982 0.10 -0.85 0.55 0.143
H -3.18254 0.23335 4.87364 0.26 0.11 -0.35 0.107
H -2.59629 -0.49823 3.42326 0.12 -0.33 0.03 0.082
H -3.62016 -3.65448 4.30192 0.25 0.10 0.11 0.103
H -2.49693 -2.58828 3.44191 -0.10 -0.63 -0.04 0.045
C 3.70854 1.73886 4.10207 -0.16 -0.77 -1.07 -0.038
C 2.35927 0.97766 4.28562 2.54 0.61 1.41 -0.372
C 1.17885 1.91509 4.58638 0.18 -2.50 -0.39 -0.155
O 0.65306 2.34237 3.33689 -0.28 1.31 1.59 -0.231
C -0.48888 3.18164 3.59474 -0.13 -1.11 -1.02 -0.026
N 2.20225 0.11158 3.11743 -1.28 -0.19 0.00 0.050
H 4.55035 1.04946 3.99338 -0.10 -0.37 0.56 0.074
H 3.97171 2.45952 4.87332 -0.32 0.10 -0.08 0.078
H 3.72111 2.13306 3.08232 -0.28 0.80 0.19 0.066
H 2.47352 0.32210 5.15270 -0.18 0.20 0.30 0.133
H 1.30893 2.71359 5.31711 0.72 0.32 -0.47 0.137
H 0.51482 1.21420 5.10601 -0.90 0.26 -0.38 0.127
H -0.21420 4.08531 4.13615 0.08 0.03 -0.17 0.101
H -1.18076 2.56601 4.17247 -0.21 0.27 0.13 0.094
H -0.90710 3.34104 2.60196 -0.16 0.49 0.20 0.098
H 2.94750 -0.57480 3.10286 0.72 0.67 -0.50 0.125
H 1.45366 -0.57204 3.27778 -0.33 0.48 0.58 0.050
C 1.00305 -1.99199 -4.68794 -0.51 0.09 -0.16 -0.039
C 1.83982 -1.40085 -3.53166 -0.97 -1.00 -1.53 -0.349
C 2.66780 -0.22339 -4.02079 0.98 0.03 0.49 -0.201
O 1.97564 0.77754 -4.76789 0.17 0.00 1.05 -0.207
C 2.75164 1.98092 -4.83184 -0.53 -0.18 -1.33 -0.090
N 0.96891 -1.24190 -2.35757 0.41 -0.18 0.91 0.056
H 0.19917 -2.66515 -4.38272 0.64 -0.62 0.55 0.056
H 1.67381 -2.51124 -5.37122 -0.23 0.06 -0.22 0.086
H 0.37118 -1.28271 -5.22859 0.73 0.63 -0.17 0.076
H 2.53307 -2.18856 -3.22993 0.42 0.17 -0.40 0.144
H 3.50351 -0.59390 -4.62443 -0.29 -0.45 -0.52 0.128
H 3.24508 0.15615 -3.17323 -0.61 0.70 0.26 0.112
H 2.22451 2.65691 -5.50871 -0.39 0.04 0.22 0.086
H 3.64813 1.77046 -5.42009 0.53 0.01 0.62 0.089
H 2.89338 2.47929 -3.87356 0.27 -0.38 0.16 0.084
H 0.19122 -1.88220 -2.44963 -0.42 0.27 -0.44 0.047
H 1.46819 -1.73137 -1.62038 0.12 0.55 0.52 0.106
C -0.75794 3.54721 -2.18113 0.93 -0.02 0.17 -0.046
C -1.37078 2.28553 -2.72774 -1.98 1.29 -1.15 -0.408
C -2.37045 2.58303 -3.93603 0.63 0.17 1.44 -0.156
O -3.02443 1.41419 -4.40443 0.18 0.47 -1.25 -0.187
C -3.82655 0.65531 -3.53602 0.59 -0.44 0.92 -0.104
N -0.35377 1.35091 -3.16460 -0.14 -0.24 -0.63 0.071
H -0.21387 4.15031 -2.91265 -0.36 -0.02 -0.41 0.088
H 0.04904 3.22347 -1.52001 -0.18 0.24 0.46 0.064
H -1.46165 4.18086 -1.64478 0.00 -0.12 0.02 0.091
H -1.92638 1.80527 -1.92129 -0.01 -0.02 0.01 0.111
H -1.75530 3.06819 -4.69809 0.12 -0.90 -0.64 0.123
H -3.07246 3.40726 -3.77731 -0.40 -0.28 0.87 0.122
H -4.60918 1.16961 -2.97291 0.13 0.57 -0.15 0.094
H -3.15888 0.17618 -2.81272 -0.21 -0.13 0.32 0.066
H -4.32846 -0.14942 -4.07243 0.19 0.21 -0.46 0.089
H 0.32981 1.74300 -3.80783 0.34 0.49 0.43 0.090
H -0.82599 0.74788 -3.83563 -0.04 -0.77 0.43 0.104
```
Forces are in eV/Å.

Multiplicity: 1
Relative energy (zero: lowest compared OMol25 entry of this formula, charge and spin), eV: 0.000
Gap between HOMO and LUMO, Eh: 0.26970
Lowest unoccupied orbital energy, eV: 0.0
HOMO level, eV: -7.30



Q: multiplicity of number 3 (C17H45N9O12Zn2)?
A: 1



Q: Look up the multiplicity of the first one.
A: 5